C35H52CoOP4S as an isolated structure at a distorted geometry. Source: the Open Molecules 2025 dataset; level of theory: ωB97M-V/def2-TZVPD.

The value obtained for the HOMO-LUMO gap (alpha / beta) is 0.2617 / 0.1382 hartree. The relative energy (zero: lowest compared OMol25 entry of this formula, charge and spin) comes out at 0.00 kcal per mole. As for the spin multiplicity: 5. As for the expectation value of S²: 6.04. The total charge is +3. As for the highest occupied orbital energy (alpha / beta): -14.86 / -15.28 eV. For the total energy, the calculation gives -124779.57406 eV. Its lowest unoccupied orbital energy (alpha / beta) is -7.738 / -11.519 eV.

The geometry in XYZ format:
```
94
C35H52CoOP4S ωB97M-V/def2-TZVPD
Co -0.6998 0.0866 -0.5670
P -2.1117 1.7153 -0.3867
P -2.5014 -1.4807 0.5374
P 0.8822 1.0195 -1.7187
H -1.7557 -2.0323 -1.9437
C -0.7574 -1.5726 -1.9333
C 0.1926 -1.9006 -0.9484
H -0.0463 -2.5762 -0.1185
C -3.2188 1.7859 -1.8380
C -3.2337 1.8881 1.0463
C -1.3469 3.3774 -0.3160
C -2.2031 -3.2992 0.6564
C -3.1175 -1.2590 2.2561
C -4.0553 -1.4165 -0.4567
C 2.2556 0.0174 -2.4085
C 1.8390 2.3524 -0.9190
C 0.0952 1.7413 -3.2091
H -0.4639 -1.1021 -2.8802
H 1.2633 -1.7900 -1.1412
H -3.8390 2.6859 -1.7399
H -3.8588 0.8961 -1.8727
H -2.6292 1.8417 -2.7604
H -3.7536 2.8523 0.9653
H -2.6346 1.8883 1.9689
H -3.9837 1.0904 1.0907
H -2.1541 4.1191 -0.2513
H -0.7347 3.5952 -1.1986
H -0.7297 3.4464 0.5922
H -3.1051 -3.8152 1.0205
H -1.3853 -3.4761 1.3707
H -1.9194 -3.7069 -0.3209
H -4.1310 -1.6808 2.3687
H -3.1362 -0.1939 2.5113
H -2.4327 -1.7700 2.9487
H -4.7232 -2.2141 -0.1055
H -3.8169 -1.5774 -1.5150
H -4.5569 -0.4477 -0.3447
H 2.8848 0.6459 -3.0541
H 1.8740 -0.8211 -3.0047
H 2.8741 -0.3767 -1.5898
H 2.5075 2.7940 -1.6692
H 2.4390 1.9166 -0.1079
H 1.1910 3.1309 -0.5055
H 0.8844 2.1156 -3.8697
H -0.5850 2.5601 -2.9520
H -0.4720 0.9630 -3.7361
C 1.6419 -0.8534 -7.3475
C 0.9376 -0.5700 -8.5303
C 0.7788 -1.5551 -9.5140
C 1.3433 -2.8254 -9.3470
C 2.0854 -3.0970 -8.1920
C 2.2471 -2.1132 -7.2089
S 1.7527 0.2649 -5.9998
H 0.9501 1.2643 -6.4513
H 0.5016 0.4186 -8.6590
H 0.2080 -1.3448 -10.4239
H 1.2109 -3.5974 -10.1074
H 2.5400 -4.0820 -8.0512
H 2.8271 -2.3194 -6.3089
O 0.0243 0.5348 1.5457
P 0.7091 0.3011 2.8721
C -0.3938 -0.4203 4.0921
C -1.3870 0.4111 4.6436
C -2.2760 -0.0974 5.5845
C -2.1537 -1.4143 6.0299
C -1.1525 -2.2300 5.5027
C -0.2914 -1.7511 4.5161
C 2.1723 -0.7234 2.7165
C 2.8616 -1.1493 3.8519
C 4.0250 -1.9104 3.7266
C 4.5012 -2.2575 2.4544
C 3.8161 -1.8273 1.3095
C 2.6625 -1.0485 1.4396
C 1.1770 1.8584 3.6367
C 1.4609 1.9117 5.0106
C 1.6815 3.1371 5.6399
C 1.6141 4.3257 4.9100
C 1.3588 4.2771 3.5354
C 1.1665 3.0485 2.8920
H -1.4445 1.4620 4.3534
H -3.0634 0.5497 5.9825
H -2.8388 -1.7996 6.7987
H -1.0360 -3.2568 5.8683
H 0.4725 -2.4035 4.0903
H 2.4943 -0.8964 4.8509
H 4.5619 -2.2331 4.6244
H 5.4126 -2.8545 2.3500
H 4.1797 -2.0867 0.3208
H 2.1357 -0.6985 0.5498
H 1.4765 0.9928 5.5985
H 1.8956 3.1560 6.7139
H 1.7644 5.2843 5.4061
H 1.3054 5.1955 2.9581
H 0.9933 3.0067 1.8155
```